# 1
Formula: C24H34CuGeNO2Si
Source: OMol25
Level of theory: wB97M-V/def2-TZVPD

Positions of all 64 atoms, in Å:
Ge (-2.06294, 0.00539, 1.23926)
Cu (0.02036, -0.96596, 0.82492)
Si (2.18305, -1.46280, -1.15186)
O (2.31546, -3.25993, 1.66148)
O (2.81389, 1.21976, 0.56610)
N (2.03481, -1.04584, 0.70329)
C (0.23866, 1.04258, -4.39323)
C (-1.51479, 4.01589, -0.75011)
C (3.68208, 0.94776, 3.40647)
C (2.85933, -1.26717, 2.94562)
C (3.84975, -0.87165, 5.03529)
C (-0.63177, 4.01039, 0.48576)
C (-0.11143, -0.34784, -4.33723)
C (3.27490, -1.79236, 4.16318)
C (-6.30789, -1.72730, -0.34472)
C (3.99872, -0.97972, -1.65788)
C (-1.80478, 1.92102, 1.46307)
C (0.22919, -1.10556, -3.23674)
C (2.38011, -2.05483, 1.75600)
C (1.07191, -0.52894, -2.25247)
C (2.60064, 0.18339, 1.17897)
C (1.36384, 0.88050, -2.33750)
C (4.02482, 0.47366, 4.65261)
C (1.00964, 1.65956, -3.43211)
C (-3.32845, -0.15204, -0.44295)
C (3.07440, 0.03206, 2.57001)
C (1.72508, -3.28961, -1.31675)
C (-3.71986, -1.54393, -0.84023)
C (-0.43850, 2.61431, 1.08666)
C (-4.83839, -2.17865, 0.05281)
H (3.93234, -0.29593, -2.57866)
H (-2.65194, 2.51057, 1.04907)
H (2.59562, -3.88720, -0.88056)
H (-0.66419, -0.75651, -5.12812)
H (-1.07952, 4.73074, -1.46218)
H (0.76258, -3.67854, -0.87738)
H (-7.03139, -2.52827, -0.27175)
H (4.20106, -1.22853, 6.02745)
H (1.75172, 1.31964, -1.40186)
H (-3.13423, -0.36354, 2.28598)
H (0.04345, 2.11681, 0.23408)
H (-2.78796, -2.15113, -0.68779)
H (-4.81049, -3.24300, 0.20623)
H (-1.86197, 1.84405, 2.53198)
H (3.89172, 1.97224, 3.09416)
H (1.55649, -3.49969, -2.36236)
H (-0.15533, 1.61092, -5.23166)
H (0.25626, 4.53337, 0.26450)
H (3.08795, -2.84783, 4.45181)
H (-2.58918, 4.20653, -0.56209)
H (-1.32423, 3.06465, -1.29729)
H (-1.07441, 4.68719, 1.19143)
H (4.75672, 1.03147, 5.27643)
H (-4.70217, -1.69120, 1.07460)
H (-2.70174, 0.32662, -1.25906)
H (4.58585, -1.87069, -1.85280)
H (-4.00229, -1.52905, -1.95562)
H (-0.08417, -2.09670, -3.08608)
H (-6.56643, -0.85857, 0.26340)
H (-4.02824, 0.70893, -0.26131)
H (4.44098, -0.30799, -0.97313)
H (1.51950, 2.66728, -3.62654)
H (0.20953, 2.46314, 1.94916)
H (-6.33372, -1.39193, -1.44171)

Forces on the atoms, in the same order (eV/Å):
-0.94 -0.93 -2.21
-0.50 0.29 0.29
0.59 -0.70 0.49
-0.07 1.68 -0.24
-0.87 -1.61 -0.10
1.08 -0.68 -0.11
-0.56 -1.44 -0.93
0.70 -0.63 -1.07
-0.22 0.39 -0.17
0.29 -1.34 -0.38
-0.05 -0.40 0.37
-1.15 0.09 1.26
0.42 2.23 1.19
-0.56 -0.08 0.53
1.47 0.51 -1.65
-1.98 0.35 -1.63
0.53 1.04 -0.60
1.63 1.48 0.59
-0.32 -0.37 0.11
-0.92 2.40 -0.50
0.96 1.86 -0.36
-0.31 -1.13 1.04
2.05 -0.44 0.95
1.07 0.62 -0.11
2.07 2.70 0.37
-0.73 -0.41 -0.09
0.51 -0.65 1.31
-0.54 -1.01 -0.61
-0.98 -0.89 -0.96
-0.86 2.43 0.79
-0.03 -1.42 0.95
0.36 -0.50 0.49
-1.32 0.46 -0.79
-0.87 -0.48 -0.89
-0.63 0.31 0.21
1.03 0.78 0.16
-0.19 -0.08 0.35
-0.24 0.48 -0.83
0.55 -0.02 -0.96
0.21 -0.07 0.46
0.02 -0.63 0.26
-0.73 0.24 -0.52
0.35 -0.45 -0.32
-0.27 0.97 0.81
-0.07 -0.37 0.05
0.58 -0.10 -0.56
0.34 -0.07 -0.07
1.60 0.03 -0.38
0.30 0.86 -0.39
0.68 -0.25 -0.27
-0.72 0.25 0.35
-0.52 0.28 0.79
-1.16 0.05 -0.26
0.12 -0.96 -1.03
-0.38 -0.74 0.63
0.29 0.08 -0.02
0.27 -0.50 1.49
-0.32 -1.27 -0.28
-0.36 -0.21 -0.14
-0.34 -1.37 -0.12
0.68 0.33 1.22
-1.43 -1.29 0.65
0.31 0.69 -0.07
0.07 -0.41 1.43

## Properties
Energy (eV): -140056.7723


# 2
Formula: C24H34InN2S6
Source: OMol25
Level of theory: wB97M-V/def2-TZVPD

Positions of all 67 atoms, in Å:
In (-0.60312, -0.14379, 0.09112)
S (-1.22635, -2.08259, 1.45545)
S (-1.23116, 1.20352, -1.82265)
S (0.03647, 1.79570, 2.24519)
S (1.88849, -0.64045, 1.33515)
S (-3.41362, -1.12156, -1.03991)
S (-2.97054, 1.52048, 1.14143)
N (1.78031, 1.54449, -1.07600)
N (0.98619, -1.55319, -1.28868)
C (1.70664, -4.97954, 0.06162)
C (-3.03059, -2.25604, 1.50362)
C (0.94712, 5.17373, -1.45387)
C (-0.40177, 5.12085, -1.75606)
C (3.09136, 1.78919, -0.47862)
C (1.40425, -2.63704, -0.42642)
C (1.33909, -3.96766, -0.81407)
C (1.15438, 0.90314, 3.38560)
C (2.24398, -3.35315, 1.73358)
C (2.16751, -0.81465, -1.82298)
C (-4.55690, 0.70249, 0.83658)
C (-2.64786, 1.22768, 2.89793)
C (-1.45206, 2.09310, 3.26376)
C (-3.71936, -2.43319, 0.15622)
C (2.15899, -4.67697, 1.33478)
C (-0.31591, 2.70491, -1.64243)
C (0.13303, -1.99275, -2.40413)
C (-1.02262, 3.88710, -1.84158)
C (1.92264, 0.63652, -2.22752)
C (1.66222, 4.00330, -1.25033)
C (1.38374, -0.57373, 3.06933)
C (-4.62951, 0.13784, -0.57864)
C (1.05552, 2.75050, -1.34542)
C (1.85729, -2.34304, 0.86760)
H (2.53245, -1.35961, -2.70116)
H (2.96173, -0.86917, -1.08041)
H (2.71218, 4.08666, -1.01984)
H (-2.08097, 3.82242, -2.05894)
H (-0.24732, -1.11506, -2.92155)
H (-3.46340, -1.44294, 2.07798)
H (2.44978, -5.46484, 2.01484)
H (2.59837, -3.10963, 2.72576)
H (-1.69479, 3.14472, 3.11511)
H (2.98361, 2.37546, 0.43345)
H (-5.62592, -0.27434, -0.74507)
H (-1.17049, 1.95626, 4.30660)
H (1.64236, -6.00914, -0.26210)
H (0.68695, -2.60810, -3.11800)
H (3.56399, 0.84818, -0.21837)
H (-2.43292, 0.17000, 3.06145)
H (-4.79731, -2.54516, 0.29160)
H (2.18683, -0.95025, 3.70141)
H (-5.35289, 1.43793, 0.95922)
H (-0.96891, 6.02723, -1.91575)
H (1.04173, 0.71123, -2.86040)
H (3.76401, 2.31786, -1.16397)
H (-3.18488, -3.16837, 2.08431)
H (0.98998, -4.23423, -1.79982)
H (2.09895, 1.44516, 3.35195)
H (-4.71351, -0.07709, 1.57784)
H (2.78306, 0.94634, -2.83620)
H (-0.71190, -2.56161, -2.01560)
H (0.74907, 1.00423, 4.39070)
H (-4.47449, 0.92706, -1.31585)
H (-3.35401, -3.34231, -0.32282)
H (-3.50687, 1.53170, 3.49688)
H (0.48174, -1.16772, 3.20667)
H (1.45563, 6.12492, -1.37765)

Forces on the atoms, in the same order (eV/Å):
-0.05 0.04 0.05
0.02 -0.01 -0.13
-0.01 -0.06 0.05
0.01 -0.03 -0.01
0.06 0.07 0.01
0.00 0.01 -0.01
0.09 0.01 0.01
0.00 0.02 -0.02
-0.01 -0.03 0.07
0.00 0.03 0.00
0.03 -0.04 0.03
-0.01 -0.02 -0.01
0.01 0.00 0.00
-0.03 -0.01 0.00
0.00 -0.02 0.00
0.01 -0.03 0.01
-0.02 -0.01 -0.05
0.00 -0.03 -0.01
0.01 0.07 -0.03
-0.04 -0.02 -0.02
-0.05 0.00 -0.04
0.04 0.00 -0.03
0.04 0.03 0.01
0.00 0.02 -0.01
0.05 -0.03 0.01
-0.05 -0.01 -0.01
-0.03 -0.01 0.00
0.00 -0.05 0.01
-0.03 0.02 0.00
-0.05 0.01 0.00
0.03 -0.03 -0.02
0.02 -0.03 -0.01
-0.05 0.04 -0.05
0.01 0.00 0.02
0.00 0.00 -0.01
0.02 0.00 0.00
-0.01 0.01 0.00
0.01 0.00 0.00
-0.02 0.00 -0.01
0.00 -0.01 0.02
0.01 0.01 0.02
-0.01 0.01 0.02
0.00 -0.01 0.01
0.00 0.01 0.00
-0.01 -0.01 0.00
0.00 -0.01 0.00
0.00 0.00 -0.01
0.00 -0.01 0.01
0.01 0.00 0.05
-0.01 -0.01 -0.01
-0.01 -0.01 0.02
0.00 0.00 -0.01
-0.01 0.01 0.00
0.02 0.01 0.02
0.01 0.01 0.00
0.00 0.02 0.02
-0.01 0.00 -0.01
0.02 0.00 0.01
-0.02 0.02 0.01
0.00 0.02 -0.01
0.00 0.01 0.00
0.02 0.01 0.01
-0.02 0.02 0.01
0.00 0.00 0.02
0.00 -0.01 0.01
0.01 0.00 -0.01
0.01 0.02 0.00

## Properties
Energy (eV): -98602.0465
Charge: +1


Computed values of frontier orbital gap (unit: eV) for the preceding records, in sequence: 6.75; 7.89.
Computed values of HOMO energy (unit: eV) for the preceding records, in sequence: -7.611; -10.331.
Computed values of molar mass (unit: g/mol) for the preceding records, in sequence: 532.8; 657.8.